Entry 1:
{
  "formula": "C11H15CoNO5",
  "method": "ωB97M-V with the def2-TZVPD basis set",
  "species": ["Co", "C", "C", "C", "C", "C", "C", "C", "H", "H", "H", "H", "H", "H", "H", "H", "C", "C", "C", "O", "C", "O", "O", "H", "H", "H", "H", "H", "H", "H", "O", "N", "O"],
  "positions_angstrom": [[-0.347589, 0.895125, -0.060794], [-1.343098, -0.865144, -2.947995], [-1.768542, -0.038339, -1.772286], [-1.710480, 1.368952, -1.824251], [-2.209982, 2.153342, -0.771161], [-2.782602, 1.538993, 0.343447], [-2.879862, 0.147016, 0.387102], [-2.361230, -0.630339, -0.643487], [-0.542698, -0.388156, -3.511033], [-2.195533, -0.976433, -3.621641], [-1.027448, -1.862020, -2.647146], [-1.345146, 1.851851, -2.721978], [-2.202930, 3.231575, -0.857740], [-3.178452, 2.139111, 1.150358], [-3.352777, -0.331447, 1.233526], [-2.451613, -1.708227, -0.601205], [2.029713, -2.416826, 1.302765], [1.709909, -0.940110, 1.314064], [2.775186, -0.090387, 1.980223], [1.374676, -0.471802, -0.003746], [0.378656, -0.651412, 2.207703], [0.167898, -1.357890, 3.152727], [-0.248039, 0.371444, 1.747357], [3.061723, -2.569422, 0.975439], [1.370269, -2.947529, 0.617537], [1.916134, -2.829302, 2.301433], [3.737363, -0.221710, 1.471694], [2.897913, -0.404089, 3.014570], [2.514666, 0.969710, 1.961159], [2.134639, -0.000934, -0.373675], [2.944331, 1.866580, -1.027703], [2.057342, 2.647404, -1.030297], [0.877603, 2.520414, -0.744965]],
  "forces_ev_per_angstrom": [[0.034, -0.950, 1.137], [0.008, -0.025, -0.017], [-0.186, 0.138, -0.149], [-0.193, -0.130, -0.157], [-0.168, -0.057, -0.089], [-0.111, -0.006, -0.131], [-0.029, 0.022, 0.002], [0.014, 0.058, -0.074], [0.021, -0.016, 0.012], [0.016, -0.019, -0.005], [0.036, 0.012, 0.011], [0.142, -0.008, 0.044], [0.133, 0.006, 0.070], [0.059, -0.011, 0.039], [0.102, -0.001, 0.051], [0.087, -0.006, 0.051], [0.379, 0.144, -0.371], [-1.599, -0.089, 2.115], [0.419, -0.036, -0.598], [0.011, 0.808, -1.054], [2.504, -1.381, -1.485], [-0.625, 0.486, 0.283], [-1.344, 1.064, 0.237], [-0.047, -0.094, -0.024], [-0.069, -0.025, 0.059], [-0.039, 0.055, 0.029], [0.017, 0.026, 0.069], [-0.023, -0.003, 0.006], [-0.079, 0.009, 0.085], [0.157, -0.390, -0.027], [-0.533, 0.949, -0.129], [-0.431, -1.335, 0.484], [1.338, 0.802, -0.474]],
  "spin_multiplicity": 5,
  "total_charge": 1,
  "gap_ev": [7.19, 4.91],
  "total_energy_ev": -60995.1845
}


Entry 2:
{
  "formula": "C11H15N",
  "method": "ωB97M-V with the def2-TZVPD basis set",
  "species": ["C", "C", "C", "N", "C", "C", "C", "C", "C", "C", "H", "H", "H", "H", "H", "H", "H", "H", "H", "C", "C", "H", "H", "H", "H", "H", "H"],
  "positions_angstrom": [[-0.921986, -2.728297, 0.266803], [-1.002184, -1.290627, -0.137246], [-2.074286, -0.457122, -0.065424], [-1.708517, 0.806441, -0.503503], [-0.413165, 0.769421, -0.948830], [0.376858, 1.792211, -1.493196], [1.705875, 1.505734, -1.685941], [2.250764, 0.235988, -1.374299], [1.420566, -0.785655, -1.001427], [0.061729, -0.531620, -0.720441], [-1.404829, -3.405342, -0.425710], [-1.245282, -2.870562, 1.292691], [0.119536, -3.042072, 0.332918], [-3.130068, -0.577432, 0.127464], [-2.413460, 1.479766, -0.760575], [-0.077003, 2.718725, -1.807267], [2.335440, 2.209495, -2.213864], [3.304135, 0.115966, -1.595682], [1.762880, -1.800635, -0.809909], [-0.089037, -0.227958, 3.101551], [0.486662, 1.146651, 2.819625], [-0.527315, -0.209815, 4.095801], [-0.960749, -0.404354, 2.463837], [0.599049, -1.058850, 2.969804], [0.675828, 1.340310, 1.758451], [1.410549, 1.353132, 3.346442], [-0.175765, 1.951282, 3.148229]],
  "forces_ev_per_angstrom": [[0.760, 0.180, 0.385], [-0.321, -0.590, -0.222], [-0.062, 0.624, -0.510], [-0.566, -0.114, -0.265], [-0.094, 0.277, 0.089], [-0.132, -0.500, 0.061], [0.015, -0.148, -0.304], [-0.217, 0.538, -0.824], [-0.288, -0.771, 0.981], [0.664, 0.770, -0.029], [-0.327, -0.136, 0.004], [-0.605, -0.116, 0.029], [0.180, 0.048, -0.302], [0.180, -0.456, 0.436], [0.344, 0.111, 0.050], [0.095, 0.248, 0.089], [0.074, 0.199, 0.271], [-0.058, -0.375, 0.166], [0.322, 0.204, -0.135], [-0.947, 0.424, -0.071], [0.175, 0.616, -0.389], [0.331, -0.378, 0.380], [0.246, -0.047, -0.171], [0.133, 0.061, 0.111], [0.023, -0.241, 0.059], [0.342, -0.240, 0.140], [-0.265, -0.188, -0.028]],
  "gap_ev": 8.83,
  "smiles": "Cc1c[nH]c2ccccc12.CC",
  "total_energy_ev": -13140.4396
}


Entry 3:
{
  "formula": "C11H15N",
  "method": "ωB97M-V with the def2-TZVPD basis set",
  "species": ["C", "C", "C", "C", "C", "C", "C", "C", "C", "C", "C", "H", "H", "H", "H", "H", "H", "H", "H", "H", "H", "H", "H", "H", "H", "H", "N"],
  "positions_angstrom": [[2.190634, -1.467951, -0.079016], [1.095248, -0.301630, -0.366860], [1.477001, 0.919385, 0.681484], [0.739887, 2.290228, 0.548963], [-0.395681, 2.055307, -0.475475], [-1.066808, 0.710246, -0.528146], [-2.456982, 0.619419, -0.018703], [-3.096919, -0.488785, 0.230792], [-2.365877, -1.640886, 0.247247], [-0.934315, -1.582745, -0.063588], [-0.358405, -0.468745, -0.365568], [3.900164, -1.112844, 1.468554], [3.358954, 0.603094, -0.707970], [1.868835, -2.189362, 0.815318], [2.106101, -2.300300, -0.928236], [1.400692, -0.268005, -1.594780], [1.054827, 0.493869, 1.679205], [2.585882, 0.941584, 0.557946], [0.320528, 2.504287, 1.539814], [1.342202, 3.226478, -0.040749], [0.219590, 2.120125, -1.486997], [-1.287321, 2.732983, -0.602752], [-3.279388, 1.261128, 0.077325], [-4.065962, -0.675515, 0.494991], [-2.610649, -2.739055, 0.447878], [-0.399309, -2.493290, 0.628980], [3.502594, -0.852605, -0.173614]],
  "forces_ev_per_angstrom": [[-3.031, -1.733, -0.820], [3.142, 0.381, -2.118], [-0.768, -1.170, -0.414], [0.290, 0.849, -2.196], [-0.014, 0.013, -3.905], [-3.598, 0.600, 3.542], [2.853, 2.895, -2.605], [1.111, -5.932, 0.403], [3.788, -3.291, -1.032], [-3.932, -6.849, 5.180], [2.809, 3.230, -1.029], [-0.721, 1.632, -4.192], [0.482, -4.682, 1.962], [1.225, 2.167, -1.128], [0.166, 1.927, 1.119], [-0.636, 1.247, 3.109], [1.377, 0.413, -1.490], [-1.304, 0.581, 1.409], [0.427, 0.664, -0.343], [-1.180, -2.551, 2.484], [-1.419, 0.061, 1.554], [1.475, 0.180, 0.605], [0.240, 3.272, -0.347], [-2.728, 0.768, 0.632], [-0.703, 2.003, 0.050], [-0.823, 2.343, -2.913], [1.473, 0.984, 2.483]],
  "gap_ev": 7.91,
  "total_energy_ev": -13129.0404
}


Entry 4:
{
  "formula": "C11H15N",
  "method": "ωB97M-V with the def2-TZVPD basis set",
  "species": ["C", "C", "C", "N", "C", "C", "C", "C", "C", "C", "H", "H", "H", "H", "H", "H", "H", "H", "H", "C", "C", "H", "H", "H", "H", "H", "H"],
  "positions_angstrom": [[-2.823615, -1.560454, 3.174684], [-2.105108, -1.850712, 1.900778], [-2.038277, -3.070936, 1.252408], [-1.085915, -2.997247, 0.263241], [-0.585098, -1.722018, 0.167646], [0.381663, -1.156228, -0.684442], [0.476862, 0.200968, -0.635966], [-0.207476, 1.021852, 0.297880], [-0.987035, 0.389549, 1.246993], [-1.188238, -0.998687, 1.219466], [-2.118784, -1.527577, 3.997476], [-3.674062, -2.218318, 3.348243], [-3.312125, -0.576226, 3.123541], [-2.656134, -3.934579, 1.426064], [-0.940131, -3.660616, -0.485578], [0.944316, -1.660932, -1.457786], [1.099047, 0.762428, -1.327164], [-0.136615, 2.091400, 0.402113], [-1.456752, 0.895639, 2.087866], [2.179728, 3.122626, -2.360559], [3.436634, 2.222733, -2.471316], [2.086964, 3.649461, -1.409805], [2.327940, 3.917134, -3.096180], [1.189099, 2.701915, -2.513306], [3.133814, 1.206542, -2.695170], [3.945791, 2.218434, -1.509952], [4.113507, 2.533849, -3.261175]],
  "forces_ev_per_angstrom": [[-0.736, 0.926, -0.596], [0.165, -1.481, -0.155], [-0.074, 1.276, 0.600], [0.346, -0.514, -1.171], [0.180, -0.445, 0.825], [-0.838, -0.058, -0.197], [0.308, 2.188, 0.071], [-0.486, -1.351, 0.940], [-0.101, -0.146, 0.789], [0.186, 0.778, -1.169], [-0.099, -0.200, 0.340], [0.359, -0.433, 0.182], [0.312, 0.019, 0.023], [0.227, -0.233, -0.055], [-0.195, -0.051, 0.408], [-0.170, -0.426, 0.135], [0.178, -0.468, -0.082], [0.402, 0.159, -0.548], [0.047, 0.435, -0.329], [0.562, 1.061, -0.345], [-1.048, -0.177, 0.567], [0.320, -0.154, 0.155], [-0.464, 0.068, -0.009], [0.207, -0.512, -0.324], [0.117, -0.312, 0.008], [0.271, -0.123, -0.125], [0.026, 0.175, 0.061]],
  "gap_ev": 8.73,
  "smiles": "Cc1c[nH]c2ccccc12.CC",
  "total_energy_ev": -13140.1265
}


Entry 5:
{
  "formula": "C11H15N",
  "method": "ωB97M-V with the def2-TZVPD basis set",
  "species": ["C", "C", "C", "N", "C", "C", "C", "C", "C", "C", "H", "H", "H", "H", "H", "H", "H", "H", "H", "C", "C", "H", "H", "H", "H", "H", "H"],
  "positions_angstrom": [[2.478404, -1.923726, -0.154625], [1.234706, -1.347469, 0.409885], [0.155537, -1.993618, 0.913195], [-0.697979, -1.099624, 1.559159], [-0.163495, 0.165479, 1.451309], [-0.519135, 1.375671, 2.047669], [0.220720, 2.493833, 1.719153], [1.327631, 2.407497, 0.847894], [1.802809, 1.172701, 0.444503], [1.018445, 0.047405, 0.710482], [3.367749, -1.771661, 0.453753], [2.744347, -1.533372, -1.136384], [2.352382, -2.991087, -0.322930], [-0.117148, -3.028191, 1.079683], [-1.650109, -1.401450, 1.697109], [-1.279261, 1.442517, 2.825734], [-0.057656, 3.481174, 2.060989], [1.957264, 3.281165, 0.723309], [2.816334, 1.049835, 0.085158], [-2.902038, 0.140080, -2.121519], [-1.394699, -0.114155, -2.226634], [-3.302414, 0.243528, -3.136002], [-3.423590, -0.696880, -1.666827], [-3.114060, 1.116920, -1.681165], [-0.780189, 0.717425, -1.856300], [-1.033180, -0.377960, -3.220449], [-1.041375, -0.856036, -1.506148]],
  "forces_ev_per_angstrom": [[0.151, -0.483, -0.717], [-0.006, 0.173, 0.371], [-0.474, 0.024, 0.783], [0.209, -0.660, -0.246], [-0.283, 0.136, 0.042], [-0.271, 0.221, 0.268], [0.003, 0.058, -0.920], [0.564, -0.254, 0.850], [-0.161, 0.131, 0.441], [0.457, -0.070, -0.270], [-0.087, 0.030, 0.334], [-0.193, 0.312, -0.114], [0.065, -0.166, 0.189], [0.396, -0.096, -0.610], [0.047, 0.662, 0.330], [-0.098, -0.085, -0.423], [-0.056, -0.097, 0.329], [-0.170, 0.042, -0.202], [-0.123, 0.113, -0.485], [0.356, 0.378, -1.180], [0.830, 0.203, 1.060], [-0.094, -0.158, 0.075], [-0.147, 0.219, 0.307], [-0.109, -0.394, 0.499], [-0.356, 0.345, -0.498], [-0.163, -0.071, 0.063], [-0.288, -0.514, -0.275]],
  "gap_ev": 8.83,
  "smiles": "Cc1c[nH]c2ccccc12.CC",
  "total_energy_ev": -13140.1974
}


Entry 6:
{
  "formula": "C11H15N",
  "method": "ωB97M-V with the def2-TZVPD basis set",
  "species": ["C", "C", "C", "N", "C", "C", "C", "C", "C", "C", "H", "H", "H", "H", "H", "H", "H", "H", "H", "C", "C", "H", "H", "H", "H", "H", "H"],
  "positions_angstrom": [[2.665729, 1.259713, 0.113439], [1.161963, 1.273742, 0.202845], [0.249074, 2.073792, -0.402558], [-1.044049, 1.664679, -0.069423], [-0.957760, 0.536836, 0.718641], [-1.960350, -0.307696, 1.219715], [-1.534931, -1.456877, 1.847450], [-0.183337, -1.693325, 2.105698], [0.812848, -0.838960, 1.670419], [0.409239, 0.274136, 0.921439], [2.989332, 2.173234, -0.364887], [3.011555, 0.304988, -0.296307], [3.038064, 1.085481, 1.130390], [0.288439, 2.884423, -1.112762], [-1.861879, 1.849076, -0.598006], [-2.998437, -0.092746, 1.003266], [-2.252772, -2.191161, 2.189945], [0.064715, -2.555697, 2.713046], [1.850972, -1.102636, 1.814644], [0.525685, -1.080612, -2.626911], [-0.603295, -1.327000, -3.652991], [0.973244, -2.046976, -2.397382], [1.333409, -0.526681, -3.125220], [0.206197, -0.438384, -1.815273], [-0.197985, -1.678828, -4.593823], [-1.256647, -2.093085, -3.224710], [-1.216565, -0.425557, -3.660790]],
  "forces_ev_per_angstrom": [[-1.061, -0.834, 1.024], [0.277, -0.341, -0.159], [-0.866, -0.063, -0.260], [0.531, -0.548, 0.643], [0.079, -0.226, 0.162], [0.417, 0.254, -0.769], [-0.350, 0.131, 0.355], [0.398, -0.131, 0.342], [-0.652, -0.211, -0.328], [0.208, 0.118, 0.089], [0.692, -0.162, -0.042], [-0.055, 0.415, -0.974], [0.207, 0.991, 0.077], [0.564, 0.080, 0.100], [-0.418, 0.450, -0.381], [-0.091, -0.127, 0.138], [-0.087, 0.095, 0.037], [0.118, -0.083, -0.195], [0.092, 0.195, 0.121], [0.498, 0.082, -1.685], [-0.051, 0.037, 1.771], [-0.082, 0.164, 0.797], [-0.099, 0.051, 0.082], [-0.034, -0.516, 0.517], [-0.269, 0.276, -0.296], [-0.018, -0.106, -0.301], [0.051, 0.008, -0.865]],
  "gap_ev": 8.83,
  "smiles": "Cc1c[nH]c2ccccc12.CC",
  "total_energy_ev": -13140.2656
}


Values for relative energy (zero: lowest compared OMol25 entry of this formula, charge and spin), kcal/mol, ordered as above
16.0, 8.1, 271.0, 15.3, 13.7, 12.1